[1]
{"formula": "C4H8ClN4", "method": "ωB97M-V/def2-TZVPD", "homo_energy_ev": -13.88, "de_lowest_ev": 3.5607, "energy_ev": -22751.113, "gap_ha": 0.35202, "charge": 1, "elements": ["C", "C", "C", "C", "N", "N", "N", "N", "Cl", "H", "H", "H", "H", "H", "H", "H", "H"], "positions_angstrom": [[-0.88683, 1.84786, -0.61053], [-1.26770, -0.42451, -0.82217], [0.18771, 1.82018, 0.40539], [0.86637, 0.46110, 0.49445], [-1.45741, 0.82999, -1.10480], [-1.73773, -1.43983, -1.27733], [-0.05850, -0.56952, 0.65246], [0.61449, -1.83127, 0.63368], [1.86127, 0.16407, -1.10590], [-1.22306, 2.81292, -0.97209], [0.92311, 2.60561, 0.21570], [-0.27621, 2.03995, 1.37630], [1.64753, 0.45750, 1.26085], [-1.56950, -2.39619, -1.03015], [1.20485, -1.94708, 1.47851], [1.25325, -1.84294, -0.20501], [-0.08163, -2.58785, 0.61065]], "forces_ev_per_a": [[0.047, -0.127, -0.063], [1.508, -1.568, 1.724], [0.243, -0.417, 0.310], [0.897, 0.330, -0.208], [-0.574, 1.894, -0.546], [-0.434, -0.499, -0.434], [-1.772, 0.155, -0.924], [0.509, 0.190, -0.253], [-0.119, 0.188, 0.366], [-0.053, 0.098, -0.023], [-0.072, -0.111, -0.004], [0.058, 0.029, -0.014], [0.030, 0.035, -0.152], [0.133, -0.138, 0.160], [-0.368, -0.017, -0.303], [-0.344, -0.276, 0.360], [0.312, 0.233, 0.004]]}

---

[2]
{"formula": "C4H8ClNO3", "method": "ωB97M-V/def2-TZVPD", "homo_energy_ev": [-7.60, -9.68], "multiplicity": 3, "energy_ev": -24425.441, "s_squared": 2.01, "gap_ha": [0.30374, 0.22456], "charge": 0, "elements": ["C", "C", "C", "C", "N", "O", "O", "O", "Cl", "H", "H", "H", "H", "H", "H", "H", "H"], "positions_angstrom": [[-0.86679, 0.95958, 0.66624], [0.34410, 0.14902, 0.20376], [-0.05691, -1.26532, -0.17556], [1.49650, -2.05714, -0.81814], [2.32594, -2.19260, 0.36686], [3.06537, -1.25888, 0.59811], [2.17207, -3.15639, 1.07336], [-1.00001, -1.38734, -1.14084], [1.03858, -3.59844, -1.49922], [-1.36305, 0.46632, 1.49974], [-0.54331, 1.94623, 0.99128], [-1.58715, 1.08007, -0.14074], [0.79941, 0.64361, -0.65843], [1.08593, 0.11734, 1.00055], [-0.33461, -1.90087, 0.66652], [1.94937, -1.38938, -1.54355], [-0.87845, -0.71242, -1.81953]], "forces_ev_per_a": [[0.228, 0.023, -0.020], [-0.632, -0.117, 0.102], [3.622, -1.049, -1.049], [-3.261, 1.300, 1.865], [-3.687, 0.140, -7.929], [4.592, 4.699, 2.508], [-0.167, -5.072, 5.247], [-1.100, 0.161, -0.646], [0.249, -0.019, -0.169], [-0.078, -0.001, 0.060], [-0.088, 0.086, 0.032], [-0.081, 0.016, 0.024], [0.115, -0.039, -0.032], [0.083, -0.026, -0.054], [0.066, 0.033, -0.007], [0.129, -0.094, 0.020], [0.010, -0.040, 0.048]]}

---

[3]
{"formula": "C4H8ClNOS", "method": "ωB97M-V/def2-TZVPD", "homo_energy_ev": [-7.92, -6.53], "de_lowest_ev": 3.9705, "energy_ev": -31169.461, "gap_ha": [0.31227, 0.25148], "charge": 0, "elements": ["C", "C", "C", "C", "N", "O", "S", "Cl", "H", "H", "H", "H", "H", "H", "H", "H"], "positions_angstrom": [[1.27734, 0.20246, -0.29731], [2.15200, 0.86239, 0.73877], [-2.02168, 1.02009, -0.19427], [-0.58068, -1.35910, -0.57573], [0.31945, -0.73294, 0.21343], [1.32931, 0.46100, -1.46862], [-1.62610, -2.55562, 0.21605], [-0.75095, 1.98903, 0.40536], [2.28173, 0.48715, 1.73514], [3.18229, 1.04012, 0.36921], [1.70533, 1.79788, 0.82742], [-2.12443, 1.20097, -1.30016], [-2.72758, 0.62049, 0.57294], [-0.41451, -1.08536, -1.60850], [0.16604, -0.88140, 1.27612], [-2.16758, -3.06716, -0.90985]], "forces_ev_per_a": [[-0.573, -1.498, 1.650], [1.584, -0.438, -0.812], [-0.110, -0.126, -0.991], [-0.802, 0.925, 0.041], [1.256, -0.166, 2.832], [-0.035, -0.175, -0.575], [0.390, 0.307, -0.934], [-0.589, 0.256, 0.425], [-0.499, -0.834, 0.368], [-0.696, -0.249, -0.209], [-0.422, 1.892, 0.351], [-0.584, -0.528, 1.593], [0.574, 0.464, -1.220], [-0.572, -0.715, -0.246], [0.916, 0.737, -2.519], [0.162, 0.149, 0.246]]}

---

[4]
{"formula": "C4H8ClNOS", "method": "ωB97M-V/def2-TZVPD", "homo_energy_ev": [-6.10, -5.46], "de_lowest_ev": 6.5193, "energy_ev": -31166.913, "gap_ha": [0.13546, 0.09912], "charge": 0, "elements": ["C", "C", "C", "C", "N", "O", "S", "Cl", "H", "H", "H", "H", "H", "H", "H", "H"], "positions_angstrom": [[1.02362, -0.41947, -0.61560], [-0.11970, -0.35642, 0.45101], [2.26568, -0.96770, -0.16410], [-1.53721, 1.54104, -0.41584], [-1.44903, 0.17268, -0.00090], [-4.15918, -0.10673, -0.01560], [-2.91515, -0.70988, 0.48552], [3.41198, -0.03469, 0.67712], [0.66829, -1.02692, -1.41569], [1.12085, 0.62300, -0.83617], [-0.40740, -1.30653, 0.88051], [0.44309, 0.15722, 1.37696], [2.65344, -1.95182, -0.26980], [-0.70287, 1.85104, -0.99144], [-2.57168, 1.60549, -0.83669], [-1.48579, 2.18094, 0.53012]], "forces_ev_per_a": [[-0.574, -0.258, 0.358], [-0.940, 0.456, 2.731], [0.576, 0.211, 0.640], [-2.062, 0.312, 2.365], [1.299, -0.938, 0.441], [0.339, 0.536, -0.271], [1.940, -0.023, 0.044], [-0.059, 0.469, 0.188], [-0.381, -0.174, -0.980], [0.323, 0.694, -0.841], [0.463, -0.721, -0.192], [-1.791, -0.269, -1.737], [-0.404, -0.699, -0.367], [0.412, 0.092, -1.145], [1.114, 0.717, -0.186], [-0.254, -0.406, -1.049]]}